Record 1
C24H65N5O9 | ωB97M-V/def2-TZVPD

Structure (ORCA input):
```
! RIJCOSX wB97M-V def2-TZVPD def2/J DEFGRID3
* xyz 0 1
N -0.55 1.28 -1.31
H 0.00 0.61 -1.00
H -0.83 1.90 -0.63
H -1.48 0.92 -1.50
H -0.16 1.85 -2.22
O -2.07 2.90 -0.88
H -2.96 3.26 -0.63
C -0.99 -2.98 0.03
O -1.81 -1.95 0.63
C -1.39 -0.63 0.56
C -1.91 0.27 1.62
N -1.60 1.68 1.48
C -2.06 2.55 2.55
C -3.56 2.78 2.49
O -3.81 3.38 3.80
C -5.03 4.11 3.92
H -0.93 -2.83 -1.09
H -1.25 -4.10 0.30
H -0.10 -2.95 0.45
H -1.47 -0.24 -0.29
H -0.23 -0.54 0.51
H -1.52 -0.10 2.51
H -2.98 -0.02 1.56
H -1.88 2.13 0.67
H -1.55 3.47 2.44
H -1.56 2.20 3.40
H -4.01 1.81 2.33
H -3.89 3.51 1.73
H -5.45 4.65 3.04
H -4.98 5.05 4.61
H -5.79 3.34 4.06
C 0.50 1.65 2.07
O 0.91 0.40 1.38
C 0.99 -0.83 2.17
C 1.89 -0.62 3.46
N 1.72 -1.89 4.11
C 2.28 -1.80 5.48
C 2.15 -3.17 6.09
O 2.66 -3.19 7.40
C 2.32 -4.43 8.03
H 1.29 2.18 2.56
H -0.30 1.63 2.73
H 0.34 2.54 1.28
H 1.29 -1.61 1.32
H -0.06 -1.02 2.54
H 1.67 0.41 4.09
H 2.82 -0.54 2.99
H 2.47 -2.40 3.53
H 1.93 -1.03 6.14
H 3.28 -1.58 5.54
H 2.92 -3.61 5.49
H 1.05 -3.51 5.99
H 2.59 -4.18 9.13
H 2.95 -5.13 7.56
H 1.33 -4.77 7.87
C 1.98 5.69 -0.87
O 1.44 5.00 -2.00
C 0.10 5.38 -2.22
C -0.42 4.72 -3.41
N -0.76 3.22 -3.20
C -1.43 2.76 -4.39
C -2.01 1.38 -4.00
O -2.84 0.74 -4.89
C -3.62 -0.28 -4.44
H 1.80 6.75 -1.01
H 3.09 5.75 -1.05
H 1.71 5.18 0.01
H 0.02 6.62 -2.44
H -0.53 5.09 -1.44
H 0.29 5.01 -4.26
H -1.34 5.34 -3.63
H -1.49 3.29 -2.39
H -0.72 2.54 -5.39
H -2.41 3.34 -4.92
H -2.69 1.61 -3.42
H -1.08 0.67 -3.50
H -2.95 -1.00 -4.10
H -4.18 -0.76 -5.43
H -4.45 -0.08 -3.57
C 1.07 0.49 -4.73
O 1.08 0.08 -3.42
C 1.35 -1.35 -3.40
C 1.15 -1.85 -1.94
N 1.27 -3.31 -1.92
C 2.64 -3.84 -2.17
C 2.59 -5.40 -2.23
O 3.86 -5.97 -2.27
C 3.77 -7.39 -2.16
H 0.21 0.09 -5.40
H 2.09 0.21 -5.24
H 1.06 1.67 -4.59
H 2.26 -1.60 -3.77
H 0.46 -1.75 -3.85
H 0.16 -1.66 -1.72
H 1.86 -1.48 -1.33
H 0.61 -3.64 -2.71
H 3.45 -3.67 -1.35
H 2.92 -3.60 -3.11
H 1.85 -5.69 -2.98
H 2.20 -5.61 -1.23
H 4.70 -7.76 -2.45
H 3.17 -7.84 -2.99
H 3.48 -7.88 -1.17
*
```

Output
Relative energy (zero: lowest compared OMol25 entry of this formula, charge and spin) in eV: 3.683
Electronic energy in eV: -51798.719
HOMO-LUMO gap in eV: 7.98

***

Record 2
C24H66AsF6O9 | ωB97M-V/def2-TZVPD

Structure (ORCA input):
```
! RIJCOSX wB97M-V def2-TZVPD def2/J DEFGRID3
* xyz -1 1
As -9.30 -2.38 -3.84
F -9.23 -3.25 -5.35
F -8.35 -1.14 -4.58
F -9.39 -1.53 -2.37
F -10.26 -3.67 -3.19
F -7.86 -3.18 -3.32
F -10.75 -1.64 -4.44
O -10.17 -5.23 -0.92
H -11.12 -5.19 -0.77
H -10.06 -4.80 -1.77
C -12.95 0.81 -3.39
C -13.47 -0.49 -2.84
C -14.86 -0.36 -2.25
O -13.55 -1.50 -3.86
H -12.02 0.68 -3.95
H -12.75 1.54 -2.60
H -13.65 1.25 -4.11
H -12.76 -0.87 -2.09
H -15.55 -0.15 -3.07
H -14.91 0.44 -1.51
H -15.15 -1.29 -1.77
H -12.64 -1.74 -4.05
C -4.39 0.67 -4.45
C -5.56 0.91 -3.52
C -5.92 -0.29 -2.70
O -5.25 1.96 -2.57
H -3.45 0.64 -3.89
H -4.26 1.46 -5.20
H -4.47 -0.30 -4.94
H -6.44 1.20 -4.09
H -6.75 -0.03 -2.04
H -5.09 -0.73 -2.15
H -6.26 -1.15 -3.28
H -4.94 2.72 -3.09
C -10.35 -6.33 -5.40
C -11.33 -5.73 -6.39
C -12.48 -5.00 -5.72
O -10.64 -4.80 -7.25
H -9.67 -5.60 -4.96
H -9.75 -7.10 -5.88
H -10.90 -6.80 -4.57
H -11.64 -6.51 -7.08
H -13.06 -5.65 -5.06
H -13.14 -4.58 -6.48
H -12.08 -4.21 -5.08
H -10.25 -4.11 -6.70
C -8.52 3.89 -3.37
C -8.75 3.12 -2.08
C -9.20 1.70 -2.35
O -7.55 3.13 -1.30
H -9.43 3.98 -3.97
H -7.73 3.42 -3.97
H -8.22 4.91 -3.13
H -9.49 3.62 -1.45
H -9.42 1.16 -1.42
H -8.43 1.12 -2.88
H -10.11 1.68 -2.96
H -6.83 2.75 -1.82
C -5.09 -6.60 -1.38
C -5.64 -5.70 -2.47
C -6.95 -6.23 -3.02
O -5.75 -4.38 -1.97
H -4.08 -6.27 -1.12
H -4.96 -7.62 -1.76
H -5.74 -6.64 -0.51
H -4.91 -5.74 -3.29
H -7.75 -6.14 -2.28
H -6.86 -7.28 -3.31
H -7.31 -5.71 -3.92
H -6.58 -4.01 -2.29
C -9.76 1.75 -6.36
C -8.68 1.25 -7.29
C -7.26 1.66 -6.84
O -8.78 -0.17 -7.41
H -9.62 2.79 -6.05
H -9.74 1.16 -5.44
H -10.73 1.66 -6.84
H -8.83 1.60 -8.31
H -6.73 2.17 -7.66
H -6.65 0.80 -6.58
H -7.30 2.33 -5.98
H -8.60 -0.56 -6.54
C -5.04 -0.68 1.12
C -6.27 0.20 0.92
C -7.56 -0.57 0.93
O -6.33 1.11 2.05
H -4.14 -0.07 1.22
H -4.92 -1.38 0.29
H -5.14 -1.25 2.04
H -6.17 0.80 0.02
H -7.72 -1.06 -0.04
H -8.39 0.14 1.01
H -7.65 -1.24 1.78
H -5.59 1.73 1.97
C -7.02 -4.63 -7.30
C -6.29 -3.33 -7.11
C -5.40 -3.34 -5.86
O -5.48 -2.95 -8.22
H -7.74 -4.78 -6.50
H -6.33 -5.49 -7.29
H -7.56 -4.67 -8.25
H -7.02 -2.53 -6.97
H -5.83 -3.80 -4.97
H -5.11 -2.33 -5.57
H -4.53 -3.96 -6.11
H -4.72 -3.53 -8.24
*
```

Output
Relative energy (zero: lowest compared OMol25 entry of this formula, charge and spin) in eV: 0.160
Electronic energy in eV: -121536.888
HOMO-LUMO gap in eV: 9.92

***

Record 3
C24H66F6O21PS9 | ωB97M-V/def2-TZVPD

Structure (ORCA input):
```
! RIJCOSX wB97M-V def2-TZVPD def2/J DEFGRID3
* xyz -1 1
P -4.80 -7.87 -16.82
F -3.40 -8.00 -17.64
F -5.66 -8.97 -17.72
F -4.35 -9.09 -15.87
F -6.17 -7.68 -15.99
F -4.03 -6.82 -15.83
F -5.18 -6.56 -17.84
O -6.14 -1.90 -18.09
S -6.82 -3.16 -18.00
O -8.25 -3.14 -17.84
O -6.68 -3.89 -19.49
C -7.49 -4.97 -19.81
C -7.25 -5.09 -21.38
C -5.92 -4.20 -16.69
H -8.56 -4.74 -19.75
H -7.33 -5.93 -19.32
H -7.18 -4.19 -21.98
H -8.03 -5.69 -21.85
H -6.34 -5.64 -21.62
H -6.47 -5.14 -16.57
H -5.92 -3.54 -15.83
H -4.90 -4.29 -17.07
O 0.15 -4.22 -19.74
S -0.49 -4.45 -18.37
O 0.25 -4.03 -17.18
O -2.08 -4.01 -18.32
C -2.80 -3.81 -19.51
C -3.36 -5.16 -19.99
C -0.73 -6.18 -18.09
H -2.32 -3.21 -20.29
H -3.65 -3.16 -19.31
H -2.56 -5.73 -20.47
H -4.11 -4.91 -20.74
H -3.58 -5.73 -19.09
H 0.15 -6.60 -17.60
H -1.06 -6.78 -18.94
H -1.62 -6.28 -17.47
O -1.22 -12.68 -14.59
S -2.00 -11.51 -14.18
O -3.50 -11.70 -14.20
O -1.39 -11.01 -12.74
C -0.10 -11.44 -12.30
C 0.40 -10.32 -11.44
C -1.58 -9.93 -15.11
H 0.63 -11.49 -13.11
H 0.02 -12.38 -11.75
H 0.27 -9.34 -11.89
H 1.47 -10.46 -11.30
H -0.02 -10.55 -10.47
H -1.92 -10.05 -16.14
H -0.51 -9.71 -15.10
H -2.19 -9.17 -14.63
O -0.20 -9.13 -18.95
S -1.03 -9.82 -19.94
O -1.77 -11.05 -19.62
O -2.00 -8.60 -20.64
C -3.41 -8.80 -20.69
C -3.84 -9.41 -22.07
C -0.06 -10.13 -21.51
H -3.92 -7.84 -20.63
H -3.78 -9.23 -19.76
H -3.45 -10.41 -22.24
H -3.47 -8.77 -22.88
H -4.92 -9.54 -22.11
H -0.59 -10.08 -22.46
H 0.08 -11.19 -21.31
H 0.94 -9.70 -21.38
O -8.18 -13.43 -16.07
S -7.97 -12.25 -15.14
O -8.89 -11.07 -15.10
O -7.75 -12.83 -13.62
C -8.09 -11.91 -12.51
C -8.39 -12.81 -11.27
C -6.30 -11.66 -15.55
H -8.92 -11.25 -12.76
H -7.23 -11.29 -12.28
H -7.53 -13.43 -11.00
H -9.31 -13.38 -11.14
H -8.27 -12.15 -10.41
H -5.60 -12.49 -15.44
H -6.05 -10.91 -14.80
H -6.36 -11.10 -16.48
O -2.67 -3.64 -12.19
S -3.12 -3.25 -13.54
O -4.47 -3.65 -13.91
O -2.97 -1.63 -13.67
C -3.39 -0.96 -14.85
C -3.31 0.55 -14.44
C -1.82 -3.81 -14.84
H -4.39 -1.24 -15.16
H -2.66 -1.01 -15.66
H -3.66 1.18 -15.26
H -2.29 0.74 -14.08
H -3.81 0.89 -13.54
H -2.04 -4.88 -14.89
H -0.80 -3.72 -14.48
H -1.99 -3.33 -15.81
C -9.68 -9.88 -18.21
S -8.66 -8.30 -18.37
O -9.39 -7.41 -19.37
C -9.19 -7.66 -16.73
H -9.25 -10.48 -17.41
H -9.78 -10.37 -19.18
H -10.67 -9.47 -17.98
H -10.20 -7.76 -16.34
H -8.84 -6.63 -16.83
H -8.50 -8.18 -16.05
C -7.39 -12.81 -19.62
S -5.76 -13.14 -20.40
O -5.90 -12.29 -21.62
C -4.93 -11.98 -19.27
H -7.58 -11.74 -19.61
H -7.28 -12.99 -18.55
H -8.27 -13.37 -19.96
H -3.86 -11.97 -19.47
H -5.13 -12.42 -18.29
H -5.26 -10.94 -19.27
C -2.47 -6.66 -12.16
S -3.80 -7.87 -12.35
O -4.09 -8.45 -10.99
C -5.21 -6.95 -13.02
H -2.71 -5.81 -11.53
H -2.26 -6.31 -13.17
H -1.54 -7.09 -11.78
H -5.84 -7.61 -13.62
H -4.98 -6.00 -13.50
H -5.88 -6.68 -12.20
*
```

Output
Relative energy (zero: lowest compared OMol25 entry of this formula, charge and spin) in eV: 5.473
Electronic energy in eV: -192066.711
HOMO-LUMO gap in eV: 8.20

***

Record 4
C24H66N2O11 | ωB97M-V/def2-TZVPD

Structure (ORCA input):
```
! RIJCOSX wB97M-V def2-TZVPD def2/J DEFGRID3
* xyz 0 1
C 30.59 8.57 -11.13
O 31.02 7.26 -11.31
C 29.96 6.31 -11.25
C 30.49 5.13 -12.14
N 29.32 4.37 -12.51
C 29.47 2.98 -12.12
C 28.32 2.15 -12.65
O 27.21 2.19 -12.04
C 26.12 1.56 -12.63
H 29.57 8.66 -10.67
H 30.41 8.91 -12.12
H 31.38 9.25 -10.71
H 29.02 6.66 -11.63
H 29.78 5.87 -10.26
H 31.34 4.67 -11.64
H 30.86 5.47 -13.11
H 29.15 4.44 -13.51
H 29.68 2.84 -11.03
H 30.31 2.57 -12.64
H 28.54 1.10 -12.58
H 28.17 2.30 -13.71
H 26.08 1.71 -13.71
H 25.28 1.89 -12.06
H 26.14 0.50 -12.45
C 28.07 10.02 -13.89
O 28.70 9.07 -14.72
C 28.13 7.75 -14.51
C 28.91 6.72 -15.34
N 28.06 5.56 -15.46
C 28.89 4.47 -15.98
C 28.06 3.40 -16.55
O 28.62 2.31 -16.87
C 27.76 1.37 -17.55
H 28.51 10.05 -12.87
H 27.00 9.92 -13.83
H 28.24 10.92 -14.46
H 27.11 7.72 -14.85
H 28.30 7.38 -13.52
H 29.92 6.48 -14.90
H 29.20 7.14 -16.32
H 27.29 5.74 -16.08
H 29.56 4.05 -15.17
H 29.53 4.82 -16.74
H 27.51 3.85 -17.37
H 27.34 3.18 -15.78
H 26.73 1.50 -17.18
H 28.17 0.36 -17.59
H 27.76 1.69 -18.63
C 26.06 -0.68 -15.13
C 25.57 -1.00 -16.40
O 24.78 0.04 -16.93
H 25.29 -0.34 -14.45
H 26.76 0.22 -15.18
H 26.43 -1.58 -14.66
H 24.90 -1.86 -16.36
H 26.42 -1.36 -17.03
H 24.91 -0.07 -17.90
C 29.67 -0.36 -14.76
C 30.73 -0.50 -13.77
O 30.56 -1.64 -12.88
H 29.70 -1.25 -15.37
H 29.78 0.48 -15.47
H 28.73 -0.34 -14.32
H 30.88 0.32 -13.07
H 31.66 -0.70 -14.27
H 31.12 -1.63 -12.09
C 29.60 0.27 -10.03
C 31.02 0.51 -10.01
O 31.83 -0.56 -10.47
H 28.97 1.13 -9.93
H 29.39 -0.40 -9.31
H 29.22 -0.13 -10.96
H 31.26 0.79 -9.03
H 31.18 1.36 -10.58
H 31.67 -1.34 -9.92
C 28.29 -4.99 -15.06
C 28.46 -3.81 -15.91
O 27.63 -3.79 -17.00
H 27.37 -4.95 -14.51
H 29.12 -5.10 -14.42
H 28.28 -5.93 -15.64
H 29.44 -3.73 -16.36
H 28.29 -2.87 -15.47
H 26.69 -3.90 -16.71
C 28.21 -3.36 -11.04
C 27.87 -2.88 -12.34
O 27.84 -1.53 -12.16
H 28.15 -4.43 -11.00
H 27.36 -3.11 -10.35
H 29.16 -2.95 -10.80
H 26.94 -3.18 -12.75
H 28.54 -3.23 -13.11
H 28.66 -1.16 -12.46
C 31.29 -3.75 -9.12
C 30.24 -4.59 -8.55
O 30.54 -5.94 -8.65
O 31.03 -2.45 -8.55
H 31.30 -3.81 -10.24
H 32.20 -4.23 -8.70
H 29.31 -4.34 -9.08
H 30.07 -4.31 -7.51
H 29.76 -6.49 -8.64
H 31.18 -2.66 -7.60
*
```

Output
Relative energy (zero: lowest compared OMol25 entry of this formula, charge and spin) in eV: 0.000
Electronic energy in eV: -51451.449
Structure (SMILES): COCCNCCOC.COCCNCCOC.OCCO.CCO.CCO.CCO.CCO.CCO
HOMO-LUMO gap in eV: 8.84